A molecular structure, C31H62IN2O10PS at a distorted geometry, computed with ωB97M-V/def2-TZVPD.

molar mass: 812.79 u
HOMO-LUMO gap: 0.3096 hartree
2S+1: 1
DFT total energy: -84825.1169 eV

```
108
C31H62IN2O10PS (ωB97M-V/def2-TZVPD)
C -3.16514 1.89844 2.92426
C -3.35898 1.32410 1.87939
C -3.48908 0.74233 0.42469
C -2.27829 1.28450 -0.44474
C -1.13067 0.20777 -0.68608
C -0.00148 0.87341 -1.62673
C 0.00140 0.21185 -3.07036
O -0.40861 1.12193 -4.11843
O -1.20358 0.36299 -4.96851
O 1.25540 0.61748 -0.96767
C 2.00180 1.79110 -0.71247
I 2.43220 2.90722 -2.58200
C 1.30471 2.76042 0.39689
O 1.15322 4.04718 -0.20105
C 0.70629 5.06411 0.70160
S -0.49190 4.53553 2.00891
C 1.84980 5.89949 1.41547
C 2.93589 5.06134 2.19014
N 2.43914 4.32862 3.37031
C -0.09845 6.13463 -0.22058
C 0.33183 6.07327 -1.75550
C 1.83247 6.55282 -1.95355
C -0.57897 7.18210 -2.49861
P 3.73458 1.17220 -0.13188
N 4.89961 2.46757 -0.42993
O 3.73402 0.88426 1.53540
H -2.89699 2.58676 3.74957
H -4.48281 1.13371 0.04960
H -3.52862 -0.38128 0.44654
H -1.90214 2.22066 0.05827
H -2.68360 1.57661 -1.45711
H -0.64511 0.06016 0.32943
H -1.50653 -0.77095 -1.08557
H -0.28434 1.97196 -1.66555
H -0.69841 -0.67428 -3.12657
H 1.04789 -0.13841 -3.31287
H -1.92258 0.97948 -5.21315
H 0.34716 2.23897 0.67243
H 1.98255 2.71989 1.29362
H -1.64238 4.26296 1.28420
H 1.32721 6.55935 2.18078
H 2.39535 6.59601 0.70995
H 3.70603 5.81424 2.57241
H 3.52924 4.37806 1.50066
H 1.65284 4.78866 3.82792
H 3.17915 4.08020 4.02521
H 0.07817 7.17772 0.18246
H -1.19050 5.86711 -0.18474
H 0.08722 5.09957 -2.25499
H 2.51981 5.84433 -1.39996
H 1.95474 7.58013 -1.48422
H 2.09415 6.56507 -3.05766
H -1.63993 7.08816 -2.13840
H -0.47953 6.95545 -3.60633
H -0.11643 8.17637 -2.24727
H 5.26124 2.33206 -1.38150
H 4.45009 3.38732 -0.35796
H 4.24738 1.61707 1.94260
C -3.25219 -1.32939 4.75664
C -3.41995 -0.75871 6.14105
O -3.26799 0.42495 6.35901
C -3.78468 -1.71780 7.24593
H -2.99109 -0.52796 4.06513
H -2.44927 -2.06962 4.75461
H -4.18782 -1.78600 4.42693
H -3.00573 -2.47520 7.35315
H -4.74321 -2.19188 7.02570
H -3.87246 -1.17047 8.18540
C -0.53521 -3.73273 -2.50845
C 0.26325 -3.58080 -1.24018
O -0.23067 -3.10697 -0.23692
C 1.69654 -4.03908 -1.26486
H -1.54914 -3.36207 -2.34418
H -0.07603 -3.14966 -3.30978
H -0.58899 -4.78654 -2.78842
H 2.25563 -3.47035 -2.01094
H 1.74113 -5.10658 -1.49035
H 2.14674 -3.86919 -0.28604
C -2.47639 -6.57666 -0.87219
C -1.36376 -7.52045 -1.25665
O -0.26092 -7.10861 -1.56331
C -1.67445 -8.99279 -1.24494
H -2.11207 -5.54955 -0.92390
H -3.31400 -6.68731 -1.56406
H -2.80116 -6.78169 0.14953
H -2.47730 -9.21014 -1.95301
H -1.96506 -9.30340 -0.23940
H -0.78602 -9.55229 -1.54092
C -5.42561 -7.89435 -3.94342
C -5.66491 -9.25137 -3.33217
O -4.76903 -9.86820 -2.79480
C -7.06136 -9.81102 -3.41519
H -4.37875 -7.61742 -3.81070
H -5.64715 -7.92321 -5.01194
H -6.05093 -7.14807 -3.44924
H -7.35509 -9.92453 -4.46051
H -7.75875 -9.14931 -2.89777
H -7.08709 -10.79038 -2.93606
C 8.39747 1.61903 3.18730
C 7.56225 2.59683 2.40233
O 6.37800 2.73502 2.62397
C 8.25594 3.39636 1.33086
H 7.76865 1.11505 3.92222
H 8.82141 0.86952 2.51624
H 9.19483 2.14859 3.71250
H 8.67340 2.72513 0.57798
H 9.04724 4.00459 1.77395
H 7.53422 4.05692 0.84911
```